The following is a DFT calculation (ωB97M-V with the def2-TZVPD basis set) of one molecule with the formula C4H5NO2.

```
12
Properties=species:S:1:pos:R:3:forces:R:3
O -1.736 -1.475 0.626 -0.034 0.526 -0.335
C -1.644 -0.449 0.003 -0.016 -0.348 0.240
C -0.353 0.046 -0.620 -0.090 0.031 -0.040
C 0.379 1.031 0.338 -0.140 0.200 -0.002
N 1.557 0.285 0.784 -0.017 -0.366 -0.217
C 1.554 -0.797 0.130 0.175 0.136 0.176
O 0.567 -1.035 -0.767 0.034 0.018 0.009
H -2.506 0.246 -0.124 0.100 -0.127 0.090
H -0.557 0.475 -1.605 0.006 -0.030 0.099
H 0.681 1.954 -0.167 -0.019 -0.155 0.086
H -0.236 1.307 1.202 0.071 -0.024 -0.136
H 2.293 -1.588 0.198 -0.072 0.137 0.030
```
Positions in Å, forces in eV/Å.

Computed properties:
- HOMO level: -0.361 hartree
- Orbital gap: 10.60 eV
- SMILES: O=C[C@H]1CN=CO1
- Energy relative to the best compared isomer or geometry (same formula, charge and spin): 1.287 eV
- LUMO energy: 0.79 eV
- Multiplicity: 1
- Molar mass: 99.09 g mol⁻¹